(1)
22
Properties=species:S:1:pos:R:3:forces:R:3 method="wB97M-V/def2-TZVPD" charge=0 total_energy_ev=-9418.217 e_lumo_ha=0.015 gap_ev=8.8 mol_weight_da=114.19 e_above_lowest_kcal_mol=259.8 e_homo_ha=-0.3102 spin_multiplicity=1
C 1.00271 -0.15622 -2.62024 0.5 3.2 2.5
C 1.31393 0.34453 -1.00113 -4.8 -5.2 -0.7
C -0.02995 1.13574 -0.17609 2.8 4.6 -2.2
C -1.30694 0.45075 0.18842 -0.4 -1.0 -3.4
N -1.51519 -1.76045 3.27025 3.7 1.3 -0.2
C -1.09124 -0.68581 2.31066 -2.5 2.1 -2.2
C -1.09217 -0.80013 0.86281 -0.3 -0.1 8.1
N 2.77960 0.62917 -1.04163 -0.8 5.7 1.8
H 1.44859 0.63737 -3.22545 0.3 -0.2 0.0
H 1.54471 -1.03950 -2.72580 0.6 -1.5 -0.4
H -0.00865 -0.15502 -2.93436 -1.2 -0.6 0.2
H 1.23521 -0.57610 -0.48134 -0.6 -1.1 0.7
H 0.51710 1.58901 0.69678 -0.7 -0.7 -0.4
H -0.26566 2.12881 -0.83948 0.4 -2.2 1.4
H -1.97595 1.03705 0.83089 0.3 0.4 -0.8
H -1.82687 0.05715 -0.77576 0.4 1.5 1.3
H -2.41365 -2.03275 3.02311 -1.5 -1.4 -1.5
H -0.64622 -1.83714 2.57200 -0.1 -4.2 1.5
H -0.99236 0.11985 3.06711 0.7 0.7 -1.9
H -1.33181 -1.79029 0.56913 0.0 -0.7 -0.9
H 3.01030 1.33570 -0.17229 -0.6 -2.3 -2.3
H 1.64450 1.36828 -1.39760 3.8 1.7 -0.4

=====

(2)
71
Properties=species:S:1:pos:R:3:forces:R:3 method="wB97M-V/def2-TZVPD" charge=-1 total_energy_ev=-106730.573 e_lumo_ha="0.099 / 0.099" gap_ev="7.8 / 7.8" mol_weight_da=676.63 e_above_lowest_kcal_mol=0.0 e_homo_ha="-0.1876 / -0.1873" spin_multiplicity=2
Mn -0.03969 -0.75913 0.35676 -0.8 1.4 0.1
C 0.48916 -0.14720 3.44625 -0.1 0.0 0.0
N -0.24985 -0.87270 2.41757 0.1 -0.1 -0.1
C -1.18463 -1.67783 2.76920 0.1 -0.1 0.0
C -1.90548 -2.35956 1.74724 0.0 0.0 0.0
C -2.94909 -3.28192 1.73437 0.0 0.0 0.0
C -3.18456 -3.56754 0.38119 0.0 0.0 0.0
C -2.27329 -2.80553 -0.35606 0.0 0.0 0.0
N -1.50885 -2.07441 0.46768 0.1 0.1 0.0
C -0.18136 1.16609 3.77568 0.1 0.0 0.0
C -0.00103 2.27880 2.95975 0.0 0.0 0.0
C -0.65753 3.46540 3.25305 0.0 0.0 0.0
C -1.50030 3.55494 4.35369 0.0 0.0 0.0
C -1.67599 2.45139 5.17528 0.0 0.0 0.0
C -1.01352 1.26544 4.88531 0.0 0.0 0.0
H 1.50031 0.02153 3.07702 0.0 0.0 0.0
H 0.54907 -0.75995 4.35233 0.0 0.0 0.0
H -1.40987 -1.85220 3.82284 0.0 0.0 0.0
H -3.45787 -3.69128 2.59351 0.0 0.0 0.0
H -3.91770 -4.24717 -0.02343 0.0 0.0 0.0
H -2.12629 -2.76755 -1.42405 0.0 0.0 0.0
H 0.65172 2.22050 2.09781 0.0 0.0 0.0
H -0.50583 4.32598 2.61291 0.0 0.0 0.0
H -2.01182 4.48397 4.57388 0.0 0.0 0.0
H -2.32301 2.51260 6.04174 0.0 0.0 0.0
H -1.14602 0.40390 5.53133 0.0 0.0 0.0
N 2.22842 0.80303 -5.83518 0.0 0.0 0.0
C 2.40599 0.95651 -4.45382 0.0 0.0 0.0
C 1.37548 1.47777 -3.66956 0.0 0.0 0.0
C 1.53815 1.61445 -2.30548 0.0 0.0 0.0
C 2.73587 1.23794 -1.71236 0.0 0.0 0.0
C 3.77613 0.74651 -2.48361 0.0 0.0 0.0
C 3.61560 0.61947 -3.85153 0.0 0.0 0.0
S 2.84454 1.25749 0.04229 0.0 0.0 0.0
O 2.17210 2.44795 0.49382 0.1 0.0 0.0
O 4.23117 1.05367 0.39971 0.0 0.0 0.0
N 1.97446 0.00114 0.52523 -0.1 -0.1 0.0
C 2.49885 -1.24024 0.63872 0.0 0.0 0.0
S 4.13647 -1.79385 0.76823 0.0 0.0 0.0
C 3.53997 -3.41655 0.91344 0.0 0.0 0.0
C 2.19049 -3.43163 0.86410 0.0 0.0 -0.1
N 1.60755 -2.20634 0.70604 -0.1 0.2 0.1
H 1.26164 0.66035 -6.08879 0.0 0.0 0.0
H 2.79857 0.06632 -6.22305 0.0 0.0 0.0
H 0.43256 1.74410 -4.13332 0.0 0.0 0.0
H 0.73109 1.98061 -1.68463 0.0 0.0 0.0
H 4.69500 0.44338 -2.00138 0.0 0.0 0.0
H 4.41838 0.21274 -4.45561 0.0 0.0 0.0
H 4.20947 -4.25429 1.00755 0.0 0.0 0.0
H 1.56527 -4.31035 0.91815 0.0 0.0 0.0
F -0.41794 -3.05360 -3.70856 0.0 0.0 0.0
C 0.32815 -1.92753 -3.77240 0.0 0.0 0.0
F 1.26868 -2.13523 -4.70695 0.0 0.0 0.0
F -0.47874 -0.95891 -4.24946 0.0 0.0 0.0
C 0.93048 -1.59491 -2.37036 0.0 0.0 0.0
O 2.11040 -1.82861 -2.19822 0.0 0.0 0.0
O 0.03089 -1.15235 -1.59522 0.0 -0.1 0.0
C -3.25072 0.76926 0.63410 0.0 0.0 0.0
C -2.12480 1.17211 -0.32998 -0.1 0.1 0.1
C -2.39689 0.61926 -1.72848 0.0 0.0 0.0
C -2.03461 2.70467 -0.38903 0.0 -0.1 0.0
N -0.90221 0.67663 0.25010 0.9 -1.3 -0.1
H -4.18638 1.22820 0.30443 0.0 0.0 0.0
H -3.02514 1.12288 1.64294 0.0 0.0 0.0
H -3.37531 -0.31366 0.65877 0.0 0.0 0.0
H -3.31676 1.06434 -2.11705 0.0 0.0 0.0
H -2.50268 -0.46151 -1.71111 0.0 0.0 0.0
H -1.57643 0.86231 -2.40415 0.0 0.0 0.0
H -2.95751 3.12744 -0.79521 0.0 0.0 0.0
H -1.20425 3.01558 -1.02619 0.0 0.0 0.0
H -1.86812 3.10683 0.61023 0.0 0.0 0.0

=====

(3)
19
Properties=species:S:1:pos:R:3:forces:R:3 method="wB97M-V/def2-TZVPD" charge=0 total_energy_ev=-10945.679 e_lumo_ha=0.033 gap_ev=9.4 mol_weight_da=117.15 e_above_lowest_kcal_mol=82.7 e_homo_ha=-0.3129 spin_multiplicity=1
C -0.80601 -0.08684 0.22307 0.4 0.0 -0.8
C 1.96720 -0.66592 -0.37854 -0.1 -0.3 0.0
C -1.78595 -0.03339 -0.92579 0.1 -0.1 0.0
C -0.97695 -1.26890 1.13204 0.2 -0.1 -0.1
C 0.39038 1.70636 -0.12289 -0.5 0.2 1.0
O 0.80126 -0.15618 -0.95067 -0.6 -0.1 0.5
O 1.40613 2.45510 0.29581 -0.2 -0.2 -0.2
N -0.28415 1.02160 0.79729 0.6 0.6 -0.2
H 1.55848 2.21893 1.22703 -0.1 0.0 -0.1
H 0.07160 1.99792 -1.11951 0.1 -0.2 0.0
H 2.84667 -0.12726 -0.75773 -0.1 0.0 0.0
H 1.98232 -0.58250 0.72276 -0.1 0.1 -0.1
H 2.09040 -1.72650 -0.63466 0.1 0.0 0.1
H -0.15671 -1.32729 1.84536 0.0 0.0 0.0
H -1.58630 0.77882 -1.62042 0.0 0.0 0.1
H -1.77642 -0.96870 -1.48361 0.0 0.0 0.0
H -2.78784 0.11243 -0.50564 0.1 0.0 0.0
H -1.04545 -2.19418 0.55863 0.0 0.1 0.0
H -1.90867 -1.15350 1.69748 0.1 0.1 -0.1

=====

(4)
14
Properties=species:S:1:pos:R:3:forces:R:3 method="wB97M-V/def2-TZVPD" charge=+1 total_energy_ev=-28374.371 e_lumo_ha=-0.204 gap_ev=7.9 mol_weight_da=154.02 e_above_lowest_kcal_mol=2.4 e_homo_ha=-0.4944 spin_multiplicity=1
C -3.04972 0.85048 0.12966 1.8 -2.2 -1.4
C -1.71234 0.68949 -0.14225 -0.5 -0.1 -0.2
N 2.91064 -0.96378 0.42509 4.0 1.7 -4.4
O 1.17713 1.26083 0.93525 -0.7 1.8 3.4
O 0.40582 -0.86821 -0.20371 -0.1 -0.6 -0.2
O -3.79961 -0.21689 0.36170 0.0 0.4 0.9
P 1.61873 0.54701 -0.20226 0.9 -1.4 -3.8
P -1.12432 -0.98177 -0.00590 0.3 1.4 0.0
H -3.58891 1.71643 -0.07250 -0.6 1.9 0.2
H -1.18169 1.56058 -0.56327 -0.1 -0.6 0.6
H 2.91090 -0.86859 1.35479 -0.4 -0.1 4.8
H 2.52194 -1.80188 0.08792 -0.3 -1.5 -0.2
H 4.01039 -0.88467 0.16320 -3.5 -0.2 0.3
H -4.56560 0.10583 0.84264 -0.8 -0.4 0.0

=====

(5)
73
Properties=species:S:1:pos:R:3:forces:R:3 method="wB97M-V/def2-TZVPD" charge=0 total_energy_ev=-128346.924 e_lumo_ha=0.011 gap_ev=8.8 mol_weight_da=567.40 e_homo_ha=-0.3105 smiles="C=C[C@@](C[C@@H](O)CN)(CN(CCCCCCCCOC(C)=O)PP(=O)(O)O)O[C@H](C)Br.O" spin_multiplicity=1
C -1.59863 -3.54079 -2.95729 -0.2 -0.4 -0.3
C -1.17438 -2.57308 -3.75393 0.0 0.4 -0.6
C 0.28021 -2.32646 -4.12577 0.5 0.7 0.4
C 0.55926 -1.02323 -4.94746 -0.6 -0.3 -0.6
C -0.56476 0.00613 -5.13140 0.1 1.0 -0.1
O -1.61926 -0.45287 -5.98046 0.5 -0.5 0.1
C -1.15459 0.64918 -3.83648 -1.3 0.3 -0.5
N -2.53834 1.12805 -4.16727 0.6 -0.1 0.4
C 1.09522 -2.19675 -2.76595 -0.4 -1.3 -0.6
N 0.40491 -1.44124 -1.70571 0.6 0.7 0.4
C 1.11203 -0.11308 -1.61302 -0.2 0.2 0.6
C 0.49272 0.85453 -0.55980 1.7 -0.1 -0.2
C 1.56572 1.13926 0.52147 -0.5 0.0 0.7
C 1.03566 1.98451 1.70251 0.8 -0.6 0.1
C 1.88930 1.80898 2.98188 0.1 0.8 0.6
C 1.82952 3.07428 3.88719 -0.4 -0.4 0.5
C 0.72204 2.97963 4.97801 -0.3 1.1 0.1
C -0.17916 4.24873 5.03794 0.7 0.0 -0.4
O -0.16727 4.81033 6.37471 -0.7 -1.0 -0.1
C -1.38570 5.24906 6.76457 -0.1 0.2 2.0
C -1.73424 5.02060 8.23501 1.1 0.1 -0.2
O -2.16260 5.80037 6.05750 -0.7 0.4 -1.5
P 0.79885 -2.16963 -0.14195 2.4 -0.2 -0.4
P -0.08439 -4.14669 0.05607 -1.9 -0.2 1.1
O -1.53863 -4.07393 0.20490 -0.5 -0.3 -0.3
O 0.40670 -5.18897 -1.07761 0.3 0.4 0.6
O 0.48038 -4.72312 1.47342 0.9 0.5 -1.1
O 0.96818 -3.41981 -4.78765 -0.8 0.3 0.0
C 0.21920 -4.28047 -5.57411 1.5 -1.6 -0.5
C 1.23994 -5.26845 -6.18640 0.1 0.6 0.6
Br -0.72098 -3.45717 -7.09414 -0.2 0.1 0.3
H -2.44116 -3.31224 -2.30950 -0.5 -0.9 -0.6
H -1.13023 -4.51992 -3.01102 0.4 0.3 1.2
H -1.96451 -1.90826 -4.10414 0.7 0.8 0.6
H 0.86790 -1.34529 -5.95021 -0.2 0.1 0.2
H 1.43421 -0.48869 -4.55621 -0.2 -0.2 0.1
H -0.11746 0.84980 -5.68666 0.2 -0.2 0.3
H -1.81624 0.27983 -6.57337 -0.3 -0.2 0.2
H -0.60705 1.56390 -3.57572 0.3 -0.5 0.1
H -1.25200 -0.03823 -2.98958 0.7 0.1 -0.1
H -2.79697 1.81615 -3.46521 -0.1 -0.1 -0.1
H -3.13678 0.32055 -4.01698 -0.2 0.3 -0.3
H 1.29313 -3.24009 -2.46927 -0.3 0.3 0.1
H 2.08773 -1.78132 -2.99844 -0.2 0.0 0.1
H 2.15782 -0.34651 -1.33211 -0.2 0.3 -0.1
H 1.16377 0.39117 -2.58027 -0.3 -0.4 0.0
H 0.30332 1.82523 -1.03325 -0.5 -0.3 0.0
H -0.40943 0.40909 -0.13043 0.0 0.4 -0.1
H 2.43225 1.65594 0.08415 -0.2 -0.1 -0.1
H 1.97100 0.20256 0.93523 -0.2 0.1 -0.2
H 1.09075 3.04579 1.43287 -0.5 -0.2 0.0
H 0.01517 1.65461 1.93647 0.0 0.5 -0.2
H 2.94303 1.58725 2.76765 -0.2 0.0 -0.3
H 1.51772 0.98805 3.61122 0.1 -0.1 -0.4
H 2.77751 3.23941 4.41225 -0.1 0.0 -0.3
H 1.62180 3.96982 3.28912 0.2 -0.2 0.0
H 1.15142 2.89163 5.98309 0.0 -0.2 -0.3
H 0.04266 2.13438 4.81697 0.4 0.0 0.0
H 0.17904 5.03774 4.36607 -0.1 -0.3 0.0
H -1.19307 3.96740 4.74008 0.0 0.4 0.2
H -2.00422 5.97368 8.69938 0.0 -0.1 -0.2
H -2.58772 4.34379 8.30561 0.2 0.0 -0.1
H -0.87061 4.60858 8.76253 -0.3 -0.1 0.1
H 0.14184 -1.43881 0.88276 -0.7 -0.5 -0.5
H -0.25835 -5.90131 -1.05956 0.2 0.1 -0.2
H 1.43166 -4.91461 1.40646 -0.2 0.0 0.2
H -0.47549 -4.90929 -5.01094 -0.5 0.8 -0.1
H 1.62835 -5.89079 -5.36868 -0.1 0.0 -0.2
H 2.09000 -4.68833 -6.56399 -0.2 -0.2 -0.2
H 0.79290 -5.87727 -6.97257 0.1 0.1 0.2
O -1.97689 3.35718 10.87819 -0.1 -0.1 0.2
H -1.97440 2.41108 11.06040 0.0 0.0 0.0
H -2.59934 3.71844 11.51884 0.1 0.0 0.0